# 1
Below is a structure of composition C20H27AsF6MoN5O6P2, with properties calculated with ωB97M-V with the def2-TZVPD basis set.

Total charge: -2
E_LUMO (alpha / beta), eV: 4.0 / 4.1
Calculated total energy, hartree: -5089.7359
Orbital gap (alpha / beta), eV: 6.4 / 6.7
2S+1: 2

Atoms and positions in Å:
Mo (0.144, 0.196, 0.260)
C (1.105, -2.000, -2.970)
P (1.011, -0.446, -1.940)
C (1.129, 0.798, -3.288)
C (2.819, -0.501, -1.461)
C (3.038, -1.604, -0.428)
P (1.633, -1.712, 0.805)
C (1.243, -3.518, 0.704)
C (2.566, -1.751, 2.387)
H (2.124, -2.137, -3.335)
H (0.429, -1.913, -3.815)
H (0.818, -2.860, -2.372)
H (1.947, 0.568, -3.972)
H (1.278, 1.778, -2.840)
H (0.183, 0.788, -3.820)
H (3.069, 0.470, -1.024)
H (3.463, -0.666, -2.336)
H (3.971, -1.427, 0.117)
H (3.119, -2.574, -0.932)
H (2.146, -4.124, 0.775)
H (0.726, -3.731, -0.229)
H (0.577, -3.773, 1.527)
H (3.342, -2.520, 2.365)
H (1.862, -1.986, 3.186)
H (3.020, -0.780, 2.583)
O (0.576, 2.346, 3.707)
C (0.730, 1.598, 2.757)
O (-0.151, 0.850, 2.214)
C (2.116, 1.470, 2.048)
O (3.151, 1.887, 2.550)
O (2.043, 0.857, 0.923)
N (-3.098, -2.057, -3.401)
C (-2.032, -1.689, -2.611)
N (-1.723, -2.585, -1.634)
O (-1.336, -0.720, -2.891)
H (-3.866, -2.497, -2.891)
H (-3.398, -1.325, -4.026)
H (-2.500, -3.135, -1.293)
H (-1.158, -2.179, -0.892)
F (-0.767, -1.900, 2.211)
As (-1.125, -2.104, 3.924)
F (0.026, -3.499, 3.958)
F (-2.386, -3.265, 3.453)
F (-1.503, -2.465, 5.624)
F (-2.293, -0.826, 3.876)
F (0.165, -1.081, 4.448)
C (-0.112, 2.060, -0.312)
C (0.349, 3.330, -0.385)
C (1.723, 3.568, -0.743)
C (2.221, 4.835, -0.842)
C (1.408, 5.946, -0.615)
C (0.084, 5.749, -0.224)
C (-0.443, 4.493, -0.110)
H (2.365, 2.708, -0.878)
H (3.266, 4.975, -1.100)
H (1.809, 6.945, -0.713)
H (-0.533, 6.614, 0.000)
H (-1.465, 4.348, 0.214)
N (-2.876, 1.345, 1.164)
C (-2.982, 0.211, 0.430)
O (-1.945, -0.403, 0.054)
C (-4.291, -0.197, 0.024)
C (-5.422, 0.583, 0.245)
N (-6.390, 1.200, 0.378)
C (-4.537, -1.385, -0.635)
N (-4.785, -2.374, -1.189)
H (-1.981, 1.480, 1.626)
H (-3.697, 1.711, 1.615)

# 2
Below is the molecule C4H5ClN2O, with properties calculated with ωB97M-V with the def2-TZVPD basis set.

ΔE to the lowest compared entry with this formula, charge and spin, eV: 1.573
E_LUMO, eV: 0.8
Calculated total energy, hartree: -800.3218
Orbital gap, eV: 9.5

Atoms and positions in Å:
C (-1.719, 0.263, -1.084)
N (-0.516, 0.177, -0.204)
N (-0.467, -0.652, 0.816)
C (0.816, -0.602, 1.207)
O (1.192, -1.191, 2.314)
C (1.597, 0.270, 0.416)
C (0.644, 0.639, -0.573)
Cl (1.128, 1.367, -2.006)
H (-2.404, -0.464, -0.573)
H (-2.004, 1.312, -1.143)
H (-1.458, -0.024, -2.096)
H (0.502, -1.711, 2.648)
H (2.689, 0.618, 0.279)

# 3
Below is a cluster of 2 separate species, C7H16O in total, with properties calculated with ωB97M-V with the def2-TZVPD basis set.

Total charge: -1
ΔE to the lowest compared entry with this formula, charge and spin, eV: 1.934
E_LUMO (alpha / beta), eV: 3.6 / 3.5
Calculated total energy, hartree: -351.4071
Orbital gap (alpha / beta), eV: 2.5 / 9.4
2S+1: 2

Atoms and positions in Å:
C (1.794, -0.961, 1.539)
C (1.877, -0.365, 0.096)
C (1.004, -1.038, -0.959)
C (-0.560, -0.686, -1.186)
C (-0.460, 1.543, -2.344)
C (-0.835, 0.790, -1.281)
C (-1.610, 1.305, -0.147)
H (2.542, -0.602, 2.237)
H (0.732, -0.774, 1.823)
H (1.773, -2.027, 1.454)
H (1.734, 0.685, 0.131)
H (2.991, -0.396, -0.305)
H (1.628, -1.047, -1.917)
H (0.864, -2.089, -1.073)
H (-1.311, -1.197, -0.490)
H (-0.763, -1.117, -2.221)
H (-0.519, 2.615, -2.614)
H (-0.023, 1.018, -3.176)
H (-2.568, 1.031, -0.361)
H (-1.728, 2.379, -0.432)
H (-1.271, 0.946, 0.769)
H (-1.520, 0.438, 3.077)
H (-0.278, -0.161, 3.262)
O (-1.193, -0.404, 3.191)

# 4
Below is a cluster of 2 separate species, C2H8N3O in total, with properties calculated with ωB97M-V with the def2-TZVPD basis set.

Total charge: +1
ΔE to the lowest compared entry with this formula, charge and spin, eV: 8.634
E_LUMO (alpha / beta), eV: -6.4 / -4.0
Calculated total energy, hartree: -320.0073
Orbital gap (alpha / beta), eV: 6.8 / 10.6

Atoms and positions in Å:
C (-0.529, -0.312, 0.007)
C (-1.393, -1.470, -0.146)
N (2.419, 0.113, -0.468)
N (-0.879, 0.904, 0.161)
N (-0.208, 2.060, 0.207)
O (3.187, -0.363, 0.534)
H (-2.506, -1.142, -0.203)
H (-1.018, -2.265, 0.447)
H (-1.267, -1.739, -1.199)
H (2.140, -0.733, -1.136)
H (-1.928, 1.111, 0.081)
H (0.845, 1.887, 0.074)
H (3.341, 0.436, 1.153)
H (-0.482, 2.836, 0.793)

# 5
Below is the molecule C5H11NO, with properties calculated with ωB97M-V with the def2-TZVPD basis set.

ΔE to the lowest compared entry with this formula, charge and spin, eV: 4.926
E_LUMO, eV: 0.7
Calculated total energy, hartree: -326.9503
Orbital gap, eV: 7.2

Atoms and positions in Å:
C (-0.245, 2.426, 1.198)
O (-0.826, 1.155, 1.009)
C (-0.553, 0.612, -0.257)
C (0.866, 0.014, -0.390)
N (0.348, -1.350, -0.057)
C (1.045, -2.525, -0.653)
C (-1.077, -0.821, -0.314)
H (-0.524, 2.762, 2.199)
H (-0.616, 3.150, 0.458)
H (0.853, 2.389, 1.129)
H (-0.870, 1.297, -1.057)
H (1.231, 0.000, -1.419)
H (1.648, 0.366, 0.286)
H (0.478, -1.519, 0.935)
H (1.089, -2.339, -1.734)
H (0.347, -3.363, -0.486)
H (-1.797, -1.099, 0.457)
H (-1.396, -1.155, -1.305)

# 6
Below is a structure of composition C9H18CeCl2GaN3O4P, with properties calculated with ωB97M-V with the def2-TZVPD basis set.

Total charge: +4
E_LUMO (alpha / beta), eV: -15.7 / -16.6
Calculated total energy, hartree: -4478.9618
Orbital gap (alpha / beta), eV: 5.7 / 4.7
2S+1: 2

Atoms and positions in Å:
Ga (0.287, 0.070, -5.632)
Ce (0.451, 0.293, -2.242)
Cl (-1.051, -1.431, -3.718)
Cl (-0.933, 2.272, -3.052)
C (1.894, 2.263, -1.395)
C (0.557, -1.802, -6.486)
C (0.499, 1.551, -6.902)
O (2.205, 3.332, -1.080)
O (0.632, -2.899, -6.847)
O (0.691, 2.448, -7.629)
C (-2.494, -1.741, 1.402)
N (-1.055, -1.594, 1.729)
C (-0.376, -2.901, 1.782)
P (-0.301, -0.244, 1.151)
O (-0.564, -0.174, -0.360)
N (-0.988, 1.100, 1.796)
C (-0.902, 2.351, 1.017)
C (-1.419, 1.255, 3.187)
N (1.325, -0.312, 1.364)
C (2.170, -1.094, 0.459)
C (1.999, 0.859, 1.932)
H (-2.902, -2.541, 2.030)
H (-2.655, -2.020, 0.349)
H (-3.017, -0.804, 1.616)
H (-0.209, -3.342, 0.782)
H (0.578, -2.824, 2.313)
H (-1.027, -3.597, 2.323)
H (-1.046, 2.145, -0.050)
H (-1.684, 3.051, 1.327)
H (0.064, 2.857, 1.134)
H (-1.891, 0.337, 3.559)
H (-0.587, 1.526, 3.861)
H (-2.159, 2.064, 3.260)
H (2.444, -0.587, -0.485)
H (3.130, -1.271, 0.960)
H (1.750, -2.086, 0.260)
H (2.146, 1.682, 1.216)
H (1.439, 1.237, 2.796)
H (2.999, 0.569, 2.274)

# 7
Below is the molecule C4H11NO, with properties calculated with ωB97M-V with the def2-TZVPD basis set.

ΔE to the lowest compared entry with this formula, charge and spin, eV: 1.313
E_LUMO, eV: 0.9
Calculated total energy, hartree: -288.9687
Orbital gap, eV: 9.7

Atoms and positions in Å:
N (2.192, -1.223, 0.164)
C (0.861, -1.297, 0.824)
C (0.178, 0.066, 0.836)
C (-0.022, 0.729, -0.518)
C (-1.486, 0.882, -0.919)
O (-2.215, 1.507, 0.168)
H (2.565, -2.143, 0.030)
H (2.285, -0.531, -0.556)
H (1.031, -1.588, 1.859)
H (0.280, -2.001, 0.256)
H (-0.685, -0.045, 1.449)
H (0.774, 0.722, 1.481)
H (0.462, 1.701, -0.598)
H (0.354, 0.064, -1.308)
H (-1.557, 1.562, -1.771)
H (-1.934, -0.071, -1.194)
H (-3.083, 1.664, -0.205)